No. 1
# C30H71N

A 5-piece molecular cluster, C30H71N overall at a distorted geometry (ωB97M-V with the def2-TZVPD basis set, the Open Molecules 2025 dataset).

ORCA input file:
```
! wB97M-V def2-TZVPD RIJCOSX def2/J DEFGRID3
* xyz 0 1
H 1.20617 -3.55397 -2.36618
C -3.38483 -1.95597 0.62382
H 0.97317 0.19203 3.76082
H 5.64617 0.03403 -2.54418
H -3.07983 5.23003 2.30782
H -0.48383 -1.64797 0.47182
H 3.53817 -0.91497 0.96982
H -0.92483 -0.59197 4.37382
C -0.94283 2.30503 -1.56918
H -4.82983 -3.65797 -0.06718
H 4.99217 2.19703 -1.87718
H -0.66783 -2.19897 -3.28718
C 2.64817 -0.77397 0.21682
H 2.17117 4.03903 4.29782
H -2.05183 4.47903 -0.74418
H 2.40517 4.01503 5.94882
H -4.91383 -2.01197 -0.89818
C -4.74683 -2.55897 0.11582
C -1.12883 -3.15797 -3.90618
H 4.29517 -5.80997 -3.50418
H -6.21483 -1.22297 1.39582
H 4.67817 -5.29297 -1.76718
H -2.72183 7.17803 3.38682
C 1.53017 2.51103 5.05082
H -3.11383 -2.38897 1.50882
H -0.05583 1.67403 -2.00018
H -0.88683 4.36903 1.88182
H 1.05317 -5.12197 -2.69518
H -0.49683 5.90703 0.78682
H 3.23917 1.25703 -0.20918
H -2.06283 2.27703 3.78982
H -0.02383 3.84603 -0.96818
N 3.51517 0.19503 -1.94718
H 0.97317 2.26203 6.05482
H -1.50583 1.50203 -1.07518
C 1.77517 3.93503 5.19282
H -3.54883 -0.98197 1.08982
H 1.46117 -0.93997 -4.42518
C 2.70717 0.43903 -0.72418
C -1.20783 5.06403 1.18882
H -3.08283 6.47903 1.18982
H 1.69117 -0.65797 0.76882
H 2.55717 -1.53197 -0.35218
H 1.01717 -0.21397 -2.89018
H 1.40817 2.50503 2.85882
H -1.11583 7.56303 2.24082
C -2.20483 1.13103 3.70482
H 5.21417 -0.62497 -0.81918
C 4.96917 0.09203 -1.49518
H 1.63017 0.74903 -0.92718
C -2.19183 -1.93997 -0.50418
H -1.26683 6.24203 3.57082
H -2.68383 -1.45497 -1.34618
C 0.81017 2.25603 3.77382
H -5.67183 -3.00997 1.98482
C 1.81417 -0.30697 -3.62918
H -8.24583 -2.79097 1.17782
H 6.53617 1.53803 -1.33218
H 0.94517 4.51503 5.46482
C -0.54683 3.14903 -0.37618
H 0.60617 -3.32497 -5.40518
H -1.90483 -3.86397 -3.45518
H 2.43217 1.87203 5.05182
H 2.27517 -5.23697 -4.66218
C 3.82117 -4.86197 -1.81518
H 0.03317 0.81703 2.38682
H 3.08117 -1.92297 -2.77118
H -2.60683 3.55603 0.29482
H -7.23583 -4.05897 0.28882
H -1.46383 2.75803 -2.31818
H -2.07883 -2.99697 -0.75018
H -1.27883 -0.38897 0.44082
C -1.05383 0.43503 4.25282
C 5.46717 1.53303 -1.08818
H -1.02083 0.69703 5.38982
H -1.64583 -2.81597 -4.78718
H -0.43183 -1.20997 -1.07018
C 3.06417 -0.72297 -2.92818
C -2.27083 5.91403 1.72482
H 3.23317 -3.77697 -4.34718
C -0.99683 -1.26397 -0.17318
H -7.57183 -2.57497 -0.44718
C -1.69383 4.12803 0.02782
C 3.35917 -5.59397 -3.09518
C 0.08617 -3.90597 -4.44018
H -0.19683 -4.83997 -4.98418
C -5.88483 -2.31997 1.13882
H 0.01417 2.86303 0.45982
H -3.04383 0.57803 4.08782
H 3.75617 -0.60197 -3.77218
H -0.05083 2.91703 3.60982
H 2.57617 -6.39497 -3.02018
C -7.19183 -2.94497 0.51482
C 0.23517 0.84603 3.56882
H 1.92617 0.82703 -3.90118
H 4.14217 -3.72697 -1.90318
C 1.21817 -4.21097 -3.35318
H -2.38483 0.88003 2.76182
C 2.57317 -4.53697 -3.96118
H 5.22617 1.97203 -0.35318
H 3.24917 -5.14297 -0.83818
C -1.76383 6.83503 2.73782
*
```

Output
- HOMO: -8.3 eV
- SMILES: CCN(CC)CC.CCCCCC.CCCCCC.CCCCCC.CCCCCC
- Lowest unoccupied orbital energy: 0.85 eV
- Energy above the lowest of the compared OMol25 structures with the same formula, charge and spin: 314.9 kJ/mol
- Orbital gap: 9.1 eV

---

No. 2
# C30H71NO13Si

A 6-piece molecular cluster, C30H71NO13Si overall at a distorted geometry (ωB97M-V with the def2-TZVPD basis set, the Open Molecules 2025 dataset).

ORCA input file:
```
! wB97M-V def2-TZVPD RIJCOSX def2/J DEFGRID3
* xyz 0 1
C 3.47701 1.50471 0.11356
H 4.69695 3.05157 1.12772
C -3.74618 0.60615 7.54818
H 3.75285 2.00546 2.16597
H 3.89485 -3.32940 -7.70610
O -1.72817 -1.39309 3.59501
Si -0.36646 3.37618 0.21017
H -1.90677 -0.66486 5.49008
H -6.47338 0.26032 9.99331
H 6.54109 0.00404 -2.12430
H 5.25558 -1.26202 -7.62783
H 8.69000 -1.81492 -7.94117
H -1.44489 -3.90696 2.67376
H -3.26831 5.82027 3.03167
H -0.96589 5.79399 0.09994
H -7.25906 1.42716 -1.82926
H -2.17523 2.19317 -1.16529
O 0.09313 -3.65676 4.05013
H -5.25301 3.13007 -4.12740
H -6.92173 2.56475 -3.92642
H 5.25302 -4.28999 -7.10264
H 4.18362 -3.59891 -1.76314
H 2.31320 5.34447 0.44348
H 6.19030 -4.57709 -2.87796
H -1.48353 5.71857 2.95841
H -6.07485 -1.24133 10.85241
O 4.91338 -3.14876 -3.65643
C 7.64644 -1.50106 -7.94933
H -3.19602 3.18721 0.70533
H -2.22155 0.75467 9.42605
O 4.81251 -0.97789 -1.68067
H 5.14488 -2.05513 -6.04896
C -3.38598 -0.67949 10.54914
H -2.18128 4.78489 -0.82632
C -1.56246 4.87212 0.07293
H -6.12817 3.50284 -2.62910
H 0.17164 -1.29340 2.74931
H 6.90547 -4.33642 -10.17816
H -2.81084 -0.51826 11.46655
H 7.60146 -0.42596 -7.74435
H 3.33166 4.21357 -0.40856
H -3.65829 -1.73841 10.50492
C -6.42367 0.79622 -2.14611
C 1.25005 3.79114 -0.68345
C 2.41330 4.27612 0.20637
C -2.47898 4.79747 1.30888
H -4.43896 0.28969 6.76918
H -7.35978 0.61838 -6.07032
C -6.84495 0.03162 -5.31022
H 2.85633 -1.51636 -1.56839
C 4.98641 -3.40709 -7.69097
C 3.70998 2.56724 1.22036
O 2.64393 3.48575 1.36680
H -1.74301 -3.54896 5.03768
H -0.81648 0.25944 4.43604
C 3.67332 -1.56602 -2.29593
H 6.09612 -5.50168 -9.11248
O -0.97936 -0.51392 -0.24087
H -5.93867 0.40440 -1.24629
C -5.70745 -0.50178 10.13306
C -1.41490 0.73208 0.22655
H -1.08642 -5.19071 4.77943
O -0.21610 3.09307 1.85474
H -5.51939 -0.98780 9.17327
H -4.29089 1.20556 8.28057
C -2.52369 -0.29502 9.36329
H 6.44207 -2.92250 -2.25161
C 5.55078 -2.15068 -7.06097
H 2.99261 -3.43726 -3.06146
O -5.44662 1.56206 -2.84168
C -5.97801 2.74861 -3.40887
C -2.44973 -0.34784 -0.28967
C -0.51543 -3.34405 2.80292
H 7.25512 -4.31960 -8.43948
H -2.93380 -0.43302 0.68314
C -6.91294 -0.37066 -2.98024
C 5.57075 -0.18782 -2.58142
C 6.18148 -3.51218 -3.13303
H -2.80387 0.28748 -1.09466
H -2.95764 1.21273 7.08992
O 5.40928 -3.55332 -9.04102
H 1.01225 4.61748 -1.37787
H -5.85093 0.45676 -5.15483
H -1.61674 -0.90802 9.37786
H 1.52684 2.94813 -1.33203
O -4.54640 0.13506 10.63983
H -6.08060 -1.02088 -3.26629
H -7.61016 -0.96199 -2.37843
H -0.52720 1.51019 -1.50611
H 3.77419 1.93699 -0.85056
C -2.40035 5.87526 2.36919
N -3.28296 3.83701 1.49400
H -2.33322 6.87592 1.92123
H 2.40930 1.25355 0.10825
C 6.47457 -4.47656 -9.18727
H -0.35455 -4.11101 5.98419
H 5.72902 -0.69546 -3.53550
C 3.91717 -3.01878 -2.65142
H 6.92617 -3.33321 -3.90851
H 3.37166 -0.99379 -3.17882
H -1.17118 -1.66597 1.66179
H -1.39767 0.93733 1.29997
C -1.18975 1.95409 -0.75153
H 4.06704 0.60303 0.30155
O 6.96700 -2.21908 -6.93372
H 5.06859 0.77062 -2.75513
H 0.39517 2.35551 2.00106
H 0.18153 -3.66116 2.02070
O -7.62663 0.06818 -4.12794
C -0.76259 -1.85688 2.65598
H -0.29901 -1.31217 5.11577
C -0.83144 -4.14956 5.00523
O -3.18090 -0.55749 8.13140
H 7.22930 -1.70184 -8.93854
H -6.75051 -0.99946 -5.66673
C -1.14474 -0.74869 4.71547
*
```

Output
- HOMO: -9.0 eV
- SMILES: [H]/N=C(/C)C[Si@](O)(CCOCC)C[C@H]1CO1.COCCOC.COCCOC.COCCOC.COCCOC.COCCOC
- Lowest unoccupied orbital energy: 0.57 eV
- Energy above the lowest of the compared OMol25 structures with the same formula, charge and spin: 115.6 kJ/mol
- Orbital gap: 9.6 eV

---

No. 3
# C30H71O15P

A 13-piece molecular cluster, C30H71O15P overall at a distorted geometry (ωB97M-V with the def2-TZVPD basis set, the Open Molecules 2025 dataset).

ORCA input file:
```
! wB97M-V def2-TZVPD RIJCOSX def2/J DEFGRID3
* xyz 0 1
H 5.24207 0.56008 0.62313
O 5.76198 -0.83248 4.03095
O 0.72509 7.37049 -2.41817
C 1.43743 2.40135 -1.87354
H 0.36095 5.61700 -1.40565
H -4.51484 -4.22835 0.40199
C 7.02769 -0.42969 3.54113
C -0.98327 0.51379 -2.69032
H -5.70687 -1.31438 -6.46145
H 4.55389 -2.46371 2.57618
H -3.45180 2.32472 5.63637
C -0.98763 1.19160 -1.16702
H 4.46868 2.41918 -2.58884
P -3.90356 -2.98913 -1.79216
H -5.10141 3.34703 1.03859
C -5.21564 3.32320 2.12506
H 3.99488 -0.86788 0.44147
C 0.55913 -6.61852 -2.39777
C -3.50690 -3.99396 -0.17736
H -0.49752 -1.90305 2.01982
O -9.09544 1.99734 0.55262
H -2.10317 6.20890 0.46081
H -2.77149 7.80026 0.01368
H 9.80161 -3.26358 0.47750
H 2.60849 2.79192 0.04318
H 4.50762 -4.45399 0.54671
H 8.23154 -4.56715 1.51994
C -2.63692 7.08733 0.83092
H -4.70156 -1.86413 4.46908
H 10.39761 -3.99410 2.00034
H -4.50542 2.61651 2.56143
O -0.35146 1.29486 -5.14133
H 2.45692 1.68198 -3.88686
H 0.13348 -7.59799 -2.62950
C -3.06431 -3.96986 -3.24082
H 4.49612 0.07775 -2.43075
H -5.31628 -1.11249 2.97370
C -1.91610 -0.81306 -2.92862
H 8.97252 -1.27681 -2.24071
H 0.60908 -6.49279 -1.31370
H -4.19737 -0.20425 4.02352
H -2.74144 -3.42656 0.53080
O -0.26496 3.57528 -0.23179
H 5.05515 2.43544 -0.76781
H 0.78306 6.89178 -3.26250
O 7.05088 -0.56571 -1.40545
O -3.90264 6.68454 1.32073
H -1.94960 -1.37632 -3.96111
H -4.71941 -1.99422 -7.79211
C 4.01399 0.49800 -1.42251
C 0.02560 2.50988 -0.98288
C 4.15902 2.12724 -1.49213
C -5.37190 2.42774 5.88492
C -2.79136 -0.69218 -0.13368
O -3.35958 -1.72225 2.91612
C -2.80000 -1.39352 -1.63628
H 2.92430 4.14867 -1.22657
H 8.12673 -2.48843 -1.02190
H -5.51497 -3.07966 -6.62255
H -3.22219 -3.33674 -4.22596
H -2.06201 7.54685 1.63860
O -3.87327 -2.07322 -5.91852
C 4.79665 -0.20402 -0.14290
H 6.89313 0.28325 2.72390
C -5.01956 -2.11412 -6.74828
O 4.44532 -3.52439 0.82492
O -6.53570 2.93122 2.45367
H -1.08623 6.48919 -1.99967
C 8.28509 -1.35544 -1.26925
O -0.26484 -5.60383 -2.94151
H 0.97005 -2.89595 1.82150
H 5.60047 -3.90426 2.48439
H -1.73232 1.21475 1.13101
H -2.61116 -1.78387 3.53377
H -4.35268 7.48438 1.64190
H 3.83282 -4.08920 2.70602
O 8.36732 -3.67938 1.89258
C 9.68738 -3.28741 1.56396
H -3.00279 -5.01967 -0.48670
H 0.20953 -0.67370 0.21985
H -3.50671 -5.05036 -3.32194
C 4.61868 -3.49776 2.22970
C 1.45128 1.77950 -3.25847
H 7.56145 -1.30811 3.17103
C 0.54237 -1.90008 1.68420
H -6.67148 2.04346 2.08103
H -5.30019 3.05265 6.77857
H -5.53022 3.05224 5.00233
C -1.85921 0.63509 0.10463
H 5.31193 -0.03264 4.35211
C -0.00130 1.20367 -3.85569
H 5.33025 -1.79630 -1.69263
H -11.05660 2.52010 0.26219
H 9.87333 -2.29022 1.96961
C -0.09286 6.59932 -1.55768
H -5.02969 4.32039 2.53070
H -0.29024 -5.74118 -3.90376
C -4.45525 -1.19484 3.64106
H 8.93449 -0.87478 -0.39210
H 1.12081 -1.17478 2.26178
H -10.49706 2.54671 1.95489
H -6.20989 1.73532 5.99365
H -8.37174 2.24145 1.15436
H -0.17907 7.11111 -0.59636
H 1.56433 -6.53739 -2.81852
C 2.80416 2.97029 -1.12068
H -3.39825 -1.09424 0.79553
O -4.17720 1.68411 5.73038
O 0.59542 -1.56154 0.31061
H 7.60261 0.02983 4.34881
C -10.22223 2.77105 0.92126
H -3.45498 -1.20556 -6.05132
H 2.91863 0.08907 -1.39998
H 6.20349 -2.10177 -0.04893
H -9.98584 3.83289 0.81809
C 5.89069 -1.24839 -0.79315
H -1.89952 -3.94644 -3.00545
*
```

Output
- HOMO: -7.7 eV
- Lowest unoccupied orbital energy: -1.33 eV
- Orbital gap: 6.4 eV